(1)
99
Properties=species:S:1:pos:R:3:forces:R:3 method="wB97M-V/def2-TZVPD" gap_ev=7.68 spin_multiplicity=1 charge=+1 e_tot_ev=-195220.539 fmax_ev_per_a=1.19
C -4.3463 1.7726 -3.9503 0.17 -0.76 0.36
C -5.2644 0.5945 -4.2360 0.15 0.64 -0.42
O -4.6563 -0.2802 -5.1870 0.04 0.08 -0.01
C -3.7735 -1.2009 -4.6235 0.26 -0.51 0.26
C -2.5948 -1.4066 -5.5727 -0.97 0.21 -0.30
O -1.4182 -1.9703 -4.9768 0.48 -0.40 0.26
N -0.8882 -1.1637 -4.0179 -0.12 0.08 -0.39
C -0.8681 0.1485 -3.9053 0.01 0.23 -0.13
N -0.2181 0.5563 -2.8401 0.19 -0.30 0.28
C 0.2157 -0.5780 -2.2399 -0.21 1.13 0.00
N 0.9104 -0.5670 -1.1209 -0.16 -0.57 -0.47
C 1.3294 0.6408 -0.4162 0.09 0.08 0.64
C 0.4604 0.9904 0.7798 -0.08 0.87 0.19
C 1.2402 1.9434 1.7117 0.43 -0.60 0.07
C 1.4547 1.3900 3.1331 -0.94 0.68 -0.28
C 0.5012 2.0527 4.1464 0.80 -0.44 -0.10
O 1.1555 2.2134 5.3940 -0.63 -0.17 0.26
C 0.9845 1.0689 6.2187 0.05 0.46 -0.43
N -0.1801 -1.6759 -2.9476 -0.13 -0.30 0.75
C 0.1398 -3.0194 -2.6579 0.34 -0.16 -0.47
Br 2.0239 -3.3484 -2.6816 -0.20 0.08 -0.11
C -0.7200 -4.0076 -2.4172 -0.30 0.47 -0.01
C -0.3882 -5.4236 -2.1810 0.00 -0.35 0.32
Br -2.5752 -3.6564 -2.3485 0.10 0.16 0.01
H -4.0730 2.2428 -4.8866 0.02 0.28 -0.07
H -4.7926 2.4756 -3.2572 -0.21 0.25 -0.06
H -3.4495 1.4002 -3.4532 0.23 0.10 -0.01
H -5.5362 0.0615 -3.3286 -0.09 -0.17 0.12
H -6.1588 0.9705 -4.7175 -0.29 -0.15 -0.02
H -3.4169 -0.9080 -3.6344 0.02 0.25 0.11
H -4.2662 -2.1654 -4.4935 -0.14 -0.10 0.11
H -2.3922 -0.4937 -6.1289 0.30 0.21 0.16
H -2.8961 -2.1359 -6.3122 0.32 -0.31 -0.17
H -1.3540 0.7975 -4.6079 -0.12 0.05 -0.19
H 1.1721 -1.4489 -0.7147 0.05 -0.10 0.06
H 2.3347 0.4534 -0.0519 0.20 -0.17 -0.03
H 1.3932 1.4955 -1.0767 -0.08 -0.10 -0.42
H -0.4347 1.5270 0.4760 -0.28 -0.25 -0.34
H 0.1304 0.1113 1.3253 0.08 -0.24 0.01
H 0.7631 2.9157 1.7337 -0.18 0.17 0.13
H 2.2296 2.1219 1.2937 0.12 0.02 -0.19
H 1.2693 0.3182 3.1069 0.23 -0.22 0.11
H 2.4728 1.5546 3.4409 0.26 0.07 0.17
H 0.2087 3.0400 3.8045 -0.03 0.17 0.00
H -0.3871 1.4272 4.2327 -0.33 0.20 0.22
H 1.4487 1.2705 7.1722 0.19 -0.13 0.12
H 1.4415 0.2029 5.7335 0.11 -0.25 0.19
H -0.0737 0.8529 6.3707 -0.15 -0.02 0.03
H 0.6597 -5.5741 -1.9679 0.23 -0.01 -0.11
H -0.9572 -5.7940 -1.3342 -0.12 -0.01 0.14
H -0.6855 -6.0279 -3.0319 0.02 -0.06 -0.24
C 3.9455 0.3662 10.7008 -0.05 -0.02 -0.01
C 3.7727 0.2537 9.2054 -0.05 0.01 -0.05
O 2.7223 -0.1124 8.7000 0.05 -0.07 0.00
N 4.8375 0.5813 8.4265 0.01 -0.05 0.21
C 6.1519 1.0346 8.8464 -0.14 -0.04 -0.37
H 3.0171 0.0752 11.1813 -0.04 -0.02 -0.07
H 4.7416 -0.2943 11.0456 0.05 0.08 0.05
H 4.1802 1.3928 10.9834 0.08 -0.03 0.05
H 4.6581 0.4921 7.4390 0.01 0.05 -0.03
H 6.3521 2.0225 8.4294 0.08 0.02 0.09
H 6.9148 0.3436 8.4843 0.08 0.04 0.09
H 6.2170 1.0915 9.9267 -0.03 -0.01 0.02
C 5.4104 -1.9475 2.5510 -0.04 0.05 -0.05
C 4.4468 -1.0123 3.2446 -0.08 0.11 0.15
O 4.2377 0.1234 2.8437 0.18 -0.13 -0.23
N 3.8105 -1.4747 4.3518 0.12 -0.11 -0.13
C 3.9281 -2.7789 4.9823 -0.19 0.31 0.11
H 5.8370 -1.4355 1.6941 -0.03 0.07 0.02
H 6.2179 -2.2346 3.2246 -0.02 -0.10 -0.02
H 4.8946 -2.8447 2.2056 0.07 -0.07 0.07
H 3.1847 -0.8018 4.7691 0.00 -0.01 0.04
H 2.9537 -3.2688 5.0002 0.05 -0.10 0.02
H 4.2737 -2.6618 6.0100 0.02 -0.11 0.01
H 4.6285 -3.4096 4.4464 0.02 0.02 -0.04
C -2.3239 0.0465 -11.2536 0.02 0.00 0.01
C -0.8215 0.1023 -11.1035 0.04 0.02 -0.08
O -0.0777 0.2410 -12.0523 -0.01 0.00 -0.01
N -0.3117 -0.0109 -9.8383 -0.21 0.00 -0.01
C -1.0330 -0.1808 -8.5970 0.47 0.00 -0.10
H -2.5712 0.1489 -12.3048 0.08 0.01 -0.03
H -2.7113 -0.9079 -10.8938 -0.06 0.04 0.05
H -2.7962 0.8604 -10.7016 -0.06 -0.06 0.04
H 0.6942 0.0342 -9.8053 0.02 0.00 0.00
H -0.8072 0.6519 -7.9229 -0.14 -0.03 0.08
H -0.7203 -1.1137 -8.1176 -0.14 0.00 0.10
H -2.1040 -0.2150 -8.7689 -0.01 0.01 -0.04
C -4.0581 1.1395 0.8098 0.03 -0.03 -0.01
C -3.7046 2.1442 1.8844 0.04 0.10 0.15
O -2.9405 1.8741 2.7956 0.09 -0.12 -0.11
N -4.2751 3.3736 1.8000 -0.03 -0.15 -0.18
C -5.2016 3.8703 0.7984 0.15 0.19 0.33
H -3.5292 0.2134 1.0139 0.04 0.03 0.09
H -5.1300 0.9387 0.8094 -0.01 0.02 -0.09
H -3.7584 1.5088 -0.1731 -0.10 0.00 -0.03
H -4.0007 3.9953 2.5445 -0.02 0.02 0.02
H -4.7729 4.7392 0.2965 -0.08 -0.02 -0.09
H -6.1351 4.1716 1.2753 -0.06 -0.01 -0.11
H -5.4189 3.1093 0.0571 0.01 -0.04 0.01



(2)
96
Properties=species:S:1:pos:R:3:forces:R:3 method="wB97M-V/def2-TZVPD" gap_ev=4.58 de_lowest_ev=0.0046 spin_multiplicity=1 charge=-2 e_tot_ev=-89508.302 fmax_ev_per_a=0.16
Na 0.8646 1.1710 -0.4634 -0.03 -0.07 0.14
C -0.2510 -0.5195 -3.0480 -0.01 0.01 0.04
C -1.4159 -0.8716 -2.1297 -0.04 -0.02 -0.08
C -1.8125 -2.3328 -2.3340 0.02 0.02 0.03
C -2.6031 0.0366 -2.4344 0.00 -0.01 0.05
O -0.9751 -0.6260 -0.7870 0.01 0.03 -0.13
Si -1.5013 -1.2005 0.6762 -0.03 -0.02 0.05
S -0.5478 -0.2510 2.1925 0.01 0.00 0.00
O -1.1947 -2.8375 0.5435 -0.02 0.02 0.01
C -1.6489 -3.9358 1.3077 -0.01 -0.06 0.02
C -1.8562 -3.5770 2.7779 0.02 0.03 -0.02
C -0.5624 -5.0034 1.1888 -0.01 0.02 -0.01
C -2.9577 -4.4473 0.7022 0.02 0.02 -0.01
O -3.1781 -1.1650 0.6859 0.05 -0.02 -0.01
C -4.0754 -0.1970 1.2227 -0.08 0.03 0.02
C -3.6292 1.2303 0.9148 0.01 -0.03 0.00
C -4.1901 -0.4003 2.7331 0.03 0.00 -0.02
C -5.4247 -0.4762 0.5618 0.03 0.00 0.00
H -0.5349 -0.6822 -4.0909 0.01 0.00 0.00
H 0.6182 -1.1333 -2.8140 0.02 -0.01 -0.01
H 0.0241 0.5317 -2.9346 0.00 0.00 0.00
H -2.1013 -2.4845 -3.3775 0.00 0.01 0.00
H -2.6547 -2.5976 -1.6931 0.00 -0.01 -0.01
H -0.9771 -2.9913 -2.0945 0.00 -0.01 0.00
H -2.8844 -0.0435 -3.4877 0.01 -0.01 -0.01
H -2.3327 1.0716 -2.2211 0.01 0.01 -0.01
H -3.4570 -0.2479 -1.8180 -0.01 0.01 -0.01
H -0.9440 -3.1508 3.1946 0.01 0.00 0.01
H -2.1386 -4.4702 3.3432 0.00 0.00 0.00
H -2.6427 -2.8293 2.8836 0.00 0.00 0.00
H 0.3657 -4.6314 1.6267 0.00 0.00 0.00
H -0.3793 -5.2267 0.1361 0.00 0.00 0.00
H -0.8555 -5.9224 1.7035 0.00 -0.01 0.00
H -3.7038 -3.6527 0.7310 -0.01 0.00 0.00
H -3.3300 -5.3161 1.2528 0.00 0.00 0.01
H -2.7972 -4.7321 -0.3398 0.00 0.00 0.00
H -2.6741 1.4406 1.3963 0.01 0.01 0.00
H -4.3756 1.9424 1.2770 0.00 0.00 0.00
H -3.5070 1.3773 -0.1576 0.00 0.01 -0.01
H -3.2094 -0.2634 3.1906 0.00 -0.01 0.01
H -4.5483 -1.4108 2.9488 0.00 0.00 0.00
H -4.8930 0.3184 3.1633 -0.01 0.00 0.00
H -5.3549 -0.3251 -0.5165 0.00 0.00 -0.01
H -6.1940 0.1909 0.9586 0.00 0.00 0.00
H -5.7229 -1.5106 0.7479 0.00 0.00 0.00
C 3.1264 -0.6891 2.7269 0.00 0.01 -0.01
N 3.6485 0.3237 1.8379 0.00 0.01 0.01
C 4.9307 -0.0657 1.2995 0.02 0.01 0.00
C 3.7118 1.6289 2.4535 0.00 -0.01 0.01
C 2.3644 2.2949 2.6890 0.02 -0.04 -0.02
N 1.6549 2.7272 1.4944 0.03 0.11 0.03
C 2.4208 3.6875 0.7125 -0.03 -0.01 0.01
C 0.3890 3.3215 1.9021 -0.02 -0.03 -0.02
H 3.7664 -0.8138 3.6257 0.00 0.00 0.01
H 3.0839 -1.6438 2.2008 0.01 0.00 0.01
H 2.1097 -0.4540 3.0337 -0.01 0.00 0.01
H 5.7149 -0.1237 2.0830 0.00 0.00 0.01
H 5.2452 0.6442 0.5324 -0.01 -0.02 -0.01
H 4.8470 -1.0485 0.8345 0.01 -0.01 -0.02
H 4.3279 2.2676 1.8183 0.01 0.01 0.01
H 4.2289 1.5749 3.4367 0.00 0.00 -0.01
H 2.5475 3.1690 3.3481 -0.01 0.00 0.00
H 1.7024 1.6177 3.2326 -0.01 0.00 0.01
H 2.7360 4.5517 1.3293 0.01 0.00 0.00
H 1.7983 4.0494 -0.1055 0.00 0.00 0.00
H 3.2948 3.2157 0.2674 0.02 -0.01 -0.01
H 0.5515 4.2084 2.5444 0.00 0.01 -0.01
H -0.1981 2.5823 2.4480 -0.01 0.01 -0.01
H -0.1727 3.6225 1.0164 -0.01 0.00 0.00
F 5.2070 -0.8060 -3.9926 0.01 -0.01 0.05
C 5.4917 -1.2508 -2.7545 0.06 -0.02 -0.03
F 6.2161 -2.3986 -2.9517 0.00 0.03 -0.01
F 6.3695 -0.3809 -2.2148 -0.03 -0.02 -0.01
C 4.2892 -1.5111 -1.9029 -0.06 -0.03 0.05
C 4.0781 -2.7961 -1.4352 0.03 0.05 0.00
C 2.9819 -3.0691 -0.6329 -0.01 -0.03 0.00
C 2.1176 -2.0160 -0.3607 -0.06 -0.03 0.01
N 2.2923 -0.7828 -0.8025 0.15 -0.03 -0.06
C 3.3764 -0.4652 -1.5614 0.01 -0.03 -0.07
S 3.5565 1.1591 -2.0533 -0.02 0.07 0.01
H 4.7760 -3.5813 -1.6947 -0.01 0.00 0.00
H 2.7870 -4.0617 -0.2496 -0.01 0.00 0.00
H 1.2273 -2.1773 0.2401 -0.01 0.00 0.01
C 0.0688 5.2973 -1.8129 0.02 -0.02 0.02
Si -0.6847 3.5035 -1.9132 -0.07 0.08 -0.06
C -0.7931 3.3808 -3.8486 0.00 -0.01 0.01
C -2.5307 4.0194 -1.5650 0.01 0.00 0.03
H -0.4897 5.9977 -2.4497 -0.01 0.00 -0.01
H 1.1148 5.3074 -2.1381 0.01 0.01 0.00
H 0.0434 5.6901 -0.7892 0.01 -0.01 0.00
H -1.2641 4.2742 -4.2831 -0.01 0.01 0.00
H -1.3740 2.5083 -4.1675 0.00 -0.01 0.00
H 0.2062 3.2776 -4.2838 0.00 -0.01 0.00
H -2.8240 4.8905 -2.1685 0.01 0.00 -0.02
H -2.6682 4.2826 -0.5098 -0.01 0.00 0.00
H -3.2373 3.2120 -1.7847 -0.01 -0.02 0.00